1.
{
  "formula": "C10H13O3",
  "method": "the ωB97M-V functional and the def2-TZVPD basis",
  "de_lowest_kj_mol": 103.55,
  "homo_energy_ha": -0.10801,
  "mol_weight_da": 181.21,
  "homo_lumo_gap_ev": 6.310,
  "total_charge": -1,
  "lumo_ev": 3.371,
  "fmax_ev_per_a": 1.5,
  "species": ["C", "C", "C", "C", "C", "C", "C", "O", "H", "H", "H", "H", "H", "H", "H", "H", "C", "C", "C", "O", "O", "H", "H", "H", "H", "H"],
  "coordinates": [[-2.527493, -0.219103, -1.164319], [0.477874, -2.076690, 1.405846], [-0.612192, -1.285607, 1.938440], [0.445962, -2.327904, 0.006022], [-1.594481, -0.784479, 1.119179], [-0.528647, -1.729186, -0.797592], [-1.532705, -0.940729, -0.274075], [1.367653, -2.540929, 2.195193], [-0.625700, 1.561687, -0.874745], [-0.588211, -1.102580, 3.006313], [1.277673, -2.818398, -0.496746], [-2.432760, -0.256530, 1.572551], [-0.463256, -1.929068, -1.869379], [-3.539094, -0.567390, -0.977605], [-2.300866, -0.392605, -2.218090], [-2.449726, 0.865972, -1.005210], [1.682562, 1.480288, 0.446658], [2.234220, 1.075294, -0.929404], [0.649262, 2.551400, 0.363917], [0.590372, 3.546464, 1.024878], [-0.258809, 2.436658, -0.656710], [1.248318, 0.592577, 0.930667], [2.462466, 1.793294, 1.125821], [3.213238, 0.614242, -0.827911], [2.302613, 1.963848, -1.571545], [1.501726, 0.489475, -1.472155]],
  "atomic_forces_ev_per_a": [[0.6, -0.2, 0.1], [0.6, -0.6, 1.3], [0.2, -0.2, -0.5], [-0.2, 0.8, -0.7], [0.2, 0.1, 0.2], [0.8, -0.5, 0.1], [-0.7, 0.4, -0.4], [-0.2, 0.2, -0.5], [0.8, -0.1, 0.4], [-0.2, -0.1, 0.0], [-0.1, -0.2, 0.4], [0.1, 0.2, -0.1], [-0.2, 0.3, 0.1], [-0.3, 0.2, 0.0], [0.0, -0.1, 0.0], [-0.5, -0.1, 0.0], [0.0, -0.9, 0.1], [-0.5, 1.1, -0.1], [-0.6, -0.1, -0.6], [0.3, 0.2, 0.3], [-0.6, 0.2, -0.1], [-0.2, 0.1, -0.1], [0.2, 0.3, 0.1], [-0.2, -0.3, -0.2], [0.5, 0.0, 0.2], [0.2, -0.7, 0.2]]
}


2.
{
  "formula": "C49H94N10O15PS",
  "method": "the ωB97M-V functional and the def2-TZVPD basis",
  "homo_energy_ha": -0.34404,
  "mol_weight_da": 1126.39,
  "homo_lumo_gap_ev": 5.865,
  "total_charge": 1,
  "lumo_ev": -3.497,
  "fmax_ev_per_a": 4.8,
  "species": ["C", "C", "C", "C", "C", "C", "C", "C", "C", "C", "C", "N", "C", "N", "S", "O", "C", "O", "C", "C", "C", "C", "C", "C", "N", "C", "C", "C", "C", "O", "C", "P", "O", "O", "O", "C", "C", "C", "C", "O", "O", "H", "H", "H", "H", "H", "H", "H", "H", "H", "H", "H", "H", "H", "H", "H", "H", "H", "H", "H", "H", "H", "H", "H", "H", "H", "H", "H", "H", "H", "H", "H", "H", "H", "H", "H", "H", "H", "H", "H", "H", "H", "H", "H", "H", "H", "C", "O", "N", "C", "C", "H", "H", "H", "H", "H", "H", "H", "C", "O", "N", "C", "C", "H", "H", "H", "H", "H", "H", "H", "C", "O", "N", "C", "C", "H", "H", "H", "H", "H", "H", "H", "C", "O", "N", "C", "C", "H", "H", "H", "H", "H", "H", "H", "C", "O", "N", "C", "C", "H", "H", "H", "H", "H", "H", "H", "C", "O", "N", "C", "C", "H", "H", "H", "H", "H", "H", "H", "C", "O", "N", "C", "C", "H", "H", "H", "H", "H", "H", "H"],
  "coordinates": [[6.324967, -0.799080, 2.536576], [5.285736, 0.245847, 3.141635], [4.868750, 1.379595, 2.114536], [3.438622, 1.139442, 1.447133], [2.485054, 2.401450, 1.514833], [0.966252, 1.909148, 1.538175], [-0.005022, 3.069149, 1.063138], [-1.500630, 2.839715, 1.535724], [-2.479324, 2.453067, 0.327066], [-3.716912, 1.663285, 0.985150], [-3.461692, 0.135203, 0.716666], [-4.489192, -0.799066, 1.252068], [-5.211919, -0.285636, 2.344749], [-4.664464, -0.235877, 3.550403], [-3.024492, -0.776380, 3.858009], [-5.335748, 0.239662, 4.646019], [-5.982062, -0.815644, 5.365609], [-5.453753, -1.826289, 5.734680], [-7.459718, -0.571092, 5.718794], [-8.173516, -1.540186, 6.569851], [-9.593782, -1.298503, 6.885314], [-10.349496, -0.139599, 6.382630], [-9.618161, 0.830238, 5.551140], [-8.199363, 0.615875, 5.240985], [-6.569196, 0.118744, 2.088070], [-7.328775, -1.196488, 1.957709], [-8.756676, -0.843186, 1.440917], [-9.905388, -1.681617, 2.307583], [-9.441147, -3.171547, 2.771031], [-9.590565, -1.924877, 3.720924], [-6.567786, -2.182189, 0.947582], [-6.146123, -3.839778, 1.699996], [-7.218762, -4.791964, 1.274607], [-4.720412, -4.467508, 1.050895], [-5.938382, -3.810159, 3.339819], [-5.327136, -1.455158, 0.232763], [-5.936266, -0.528751, -0.888975], [-6.144971, -1.463906, -2.191704], [-7.487168, -1.194105, -2.931986], [-7.502533, -0.749365, -4.045207], [-8.707099, -1.467289, -2.284232], [6.916597, -1.209291, 3.411768], [7.068752, -0.334710, 1.843626], [5.803109, -1.684555, 2.085292], [4.379143, -0.344707, 3.437737], [5.792800, 0.726558, 4.017803], [4.813619, 2.366199, 2.648755], [5.684295, 1.448612, 1.346953], [2.995923, 0.229259, 1.936142], [3.610475, 0.916343, 0.360330], [2.632408, 2.960382, 0.542934], [2.721947, 3.075634, 2.378332], [0.927715, 1.052222, 0.804418], [0.694051, 1.489527, 2.547024], [0.390151, 4.045441, 1.443364], [-0.021161, 3.016875, -0.066514], [-1.831323, 3.801955, 2.033284], [-1.600742, 2.051030, 2.344298], [-2.804334, 3.429908, -0.120134], [-1.915880, 1.794662, -0.376255], [-3.705380, 1.954725, 2.071859], [-4.637249, 2.074408, 0.487570], [-2.472668, -0.128956, 1.194365], [-3.299277, 0.027255, -0.394302], [-3.091512, -1.749199, 4.828339], [-7.723203, -2.452483, 7.004190], [-10.164720, -2.012163, 7.534862], [-11.430739, -0.028768, 6.629945], [-10.162810, 1.720282, 5.154363], [-7.713707, 1.408907, 4.622019], [-6.952279, 0.680300, 2.853837], [-7.256171, -1.676137, 2.966206], [-8.989551, 0.239791, 1.605266], [-8.988752, -1.171733, 0.394388], [-11.007671, -1.550012, 1.992554], [-10.258091, -3.820940, 3.182284], [-8.439106, -3.334877, 3.221759], [-7.285439, -2.397508, 0.102083], [-4.902994, -4.511256, 0.088336], [-4.999634, -3.656736, 3.574142], [-4.716618, -2.272976, -0.240361], [-6.977896, -0.187044, -0.617116], [-5.294134, 0.316102, -1.233427], [-6.073244, -2.544523, -1.867100], [-5.234969, -1.282151, -2.829003], [-9.025740, -0.657402, -1.843292], [-2.176922, 2.164081, -2.969895], [-1.120937, 2.277142, -2.374451], [-2.306689, 1.813557, -4.268471], [-3.602151, 1.698919, -4.911501], [-1.108540, 1.543148, -5.044687], [-3.145831, 2.347446, -2.471719], [-3.731419, 0.678637, -5.279915], [-3.649140, 2.395688, -5.750909], [-4.405790, 1.929718, -4.211809], [-0.556063, 0.724027, -4.580436], [-0.474784, 2.431749, -5.049386], [-1.370872, 1.275045, -6.066796], [8.128741, -0.095232, -1.191041], [7.382855, -0.586324, -0.358954], [7.811878, 0.927812, -2.014854], [8.755589, 1.461744, -2.983651], [6.487283, 1.510837, -1.928160], [9.156309, -0.464951, -1.337168], [8.926897, 2.515796, -2.771422], [8.334282, 1.355638, -3.987246], [9.703762, 0.932356, -2.937558], [6.327983, 1.896049, -0.918493], [5.739846, 0.739350, -2.128273], [6.381038, 2.319752, -2.649511], [12.321084, 2.714709, -3.784128], [11.213664, 2.741463, -3.265946], [12.560539, 2.572342, -5.102315], [13.906505, 2.549112, -5.645342], [11.436598, 2.438240, -6.008684], [13.241910, 2.808653, -3.185450], [14.016695, 3.369730, -6.356480], [14.071091, 1.597979, -6.159655], [14.647570, 2.660386, -4.852092], [10.803456, 3.319565, -5.926215], [10.851361, 1.558427, -5.725269], [11.785013, 2.332496, -7.032813], [15.653157, -0.380529, -6.804578], [14.997780, 0.350186, -7.525084], [16.925774, -0.773519, -7.043691], [17.645916, -1.647201, -6.138542], [17.589793, -0.303772, -8.246224], [15.241776, -0.791616, -5.867707], [18.542098, -1.134527, -5.781497], [17.935982, -2.555753, -6.671274], [17.025984, -1.917777, -5.284085], [17.623816, 0.787416, -8.235886], [17.021106, -0.625990, -9.120702], [18.602122, -0.701242, -8.300916], [-13.644454, -4.317351, 2.687770], [-14.519066, -3.484921, 2.552765], [-13.598698, -5.252802, 3.670647], [-12.522105, -6.218755, 3.772619], [-14.666981, -5.285698, 4.653434], [-12.789548, -4.374199, 1.992102], [-12.938669, -7.226073, 3.702823], [-12.023093, -6.096037, 4.737206], [-11.794492, -6.077589, 2.972981], [-15.619105, -5.448702, 4.145035], [-14.709160, -4.325570, 5.171693], [-14.495424, -6.083761, 5.374261], [11.926612, 5.906613, -7.492722], [12.120977, 4.806731, -7.007949], [11.351927, 6.136055, -8.696650], [11.151161, 7.475636, -9.212553], [10.923400, 5.002139, -9.495490], [12.215248, 6.831300, -6.966941], [10.084261, 7.639404, -9.381411], [11.688153, 7.580495, -10.158119], [11.519229, 8.222132, -8.509165], [10.188816, 4.422263, -8.932833], [11.784080, 4.363726, -9.705461], [10.482578, 5.341830, -10.431474], [-6.416900, -2.971187, 9.646649], [-7.042976, -2.241163, 8.890442], [-5.149081, -3.400557, 9.464236], [-4.486732, -4.266784, 10.421353], [-4.426469, -2.985650, 8.279414], [-6.865111, -3.348828, 10.578978], [-3.591628, -3.767035, 10.797935], [-4.201307, -5.197151, 9.925475], [-5.145152, -4.496702, 11.258401], [-4.362419, -1.895559, 8.259444], [-4.967875, -3.318560, 7.394421], [-3.423849, -3.411884, 8.277965]],
  "atomic_forces_ev_per_a": [[0.0, -0.1, 1.3], [0.7, -0.2, -0.9], [-0.4, -0.2, 0.3], [1.0, 0.4, 0.0], [-0.6, -1.1, -0.6], [0.7, 0.5, -0.5], [-0.2, -1.3, 0.2], [0.1, 0.5, -0.2], [0.1, 0.1, 2.3], [0.7, 0.9, -1.2], [1.7, 1.1, 0.4], [-1.1, 0.6, 1.0], [-1.3, 0.3, -1.4], [1.3, -1.4, 0.3], [0.8, 0.4, -0.4], [-1.0, 0.3, -0.4], [-3.1, -1.1, 1.9], [0.9, 1.0, -1.4], [-1.5, 1.0, 0.2], [-1.8, 1.7, -0.9], [0.5, 1.3, -1.1], [3.1, -0.6, -0.6], [0.9, -1.8, 0.7], [-1.4, -0.9, 0.9], [2.3, -1.3, 0.7], [0.1, -0.3, -0.9], [-2.3, -1.3, 2.0], [2.6, -2.3, 1.1], [-1.4, 3.4, 3.1], [-1.7, 0.9, -3.1], [0.7, 1.3, -0.3], [-1.0, -3.5, -1.2], [0.9, 1.6, 0.9], [-1.3, 2.0, 0.8], [0.9, 0.6, -2.2], [-1.5, -0.2, 0.0], [-0.9, -1.1, -1.2], [0.5, -0.2, 1.0], [0.4, 0.6, -0.8], [0.1, -0.3, 0.7], [1.3, 0.2, 0.6], [-0.6, 0.3, -0.9], [-0.9, -0.5, 0.5], [0.6, 1.0, 0.0], [0.8, 0.8, 0.2], [-0.7, -0.5, -0.6], [0.2, -0.8, -0.4], [-0.8, 0.0, 0.6], [0.1, 0.9, -0.5], [-0.4, -0.1, 1.0], [-0.2, -0.3, 1.2], [-0.3, -0.6, -0.7], [-0.2, 0.8, 0.7], [0.3, 0.5, -0.8], [-0.4, -0.8, -0.5], [0.2, 0.6, 1.2], [0.0, -1.1, -0.6], [0.5, 0.7, -0.9], [0.2, -1.2, 0.0], [-0.6, 0.8, 0.4], [-0.3, -0.5, -0.9], [0.5, -0.8, 0.6], [-0.9, 0.3, -0.6], [-0.6, -0.4, 1.2], [-1.0, 0.6, -0.5], [-0.1, 1.0, -0.7], [0.9, 0.6, -0.7], [1.1, 0.0, -0.3], [0.7, -0.8, 0.4], [-0.3, -0.8, 0.7], [0.1, -0.5, 0.0], [-0.9, 0.5, -0.7], [0.3, -0.8, -0.3], [0.6, 0.5, 0.8], [1.9, -0.2, 0.7], [0.9, 0.2, -1.2], [-0.4, -0.9, -1.9], [0.8, -0.3, 1.1], [0.2, -0.4, 0.6], [-0.5, -0.1, 0.1], [-0.2, 1.1, 0.4], [1.4, 0.1, 0.1], [-0.6, -0.5, 0.7], [-0.4, 1.0, -0.4], [-1.4, -0.2, 0.1], [0.1, -0.3, -0.5], [0.1, 0.0, -0.4], [0.0, -0.1, -0.3], [-0.2, 0.1, 0.5], [0.3, 0.0, -0.1], [0.2, 0.1, 0.2], [-0.1, 0.0, 0.0], [-0.2, 0.1, -0.1], [-0.2, -0.1, 0.0], [0.1, 0.0, 0.0], [0.1, 0.1, -0.1], [0.1, -0.1, -0.1], [-0.1, 0.0, 0.1], [0.0, 0.2, -0.2], [-0.1, 0.1, -0.2], [0.2, -0.4, 0.1], [-0.5, 0.0, 0.1], [0.0, -0.3, 0.2], [0.0, 0.1, -0.1], [0.2, -0.1, -0.1], [0.1, 0.1, -0.1], [-0.1, 0.1, 0.1], [-0.2, 0.0, -0.1], [-0.1, 0.1, 0.0], [0.1, -0.1, 0.0], [0.1, 0.1, -0.4], [0.2, 0.1, -0.2], [0.1, 0.1, 0.6], [-0.2, -0.2, -0.2], [-0.4, -0.4, 0.4], [0.0, 0.0, 0.0], [0.1, -0.1, 0.0], [0.0, 0.4, 0.1], [-0.1, 0.0, 0.1], [-0.1, -0.2, -0.1], [0.0, 0.0, -0.1], [0.1, 0.1, 0.1], [0.2, -0.1, -0.1], [0.3, -0.2, -0.2], [-0.4, 0.0, 0.3], [0.1, 0.1, -0.2], [-0.3, 0.1, 0.0], [0.1, 0.0, 0.0], [0.0, -0.2, 0.1], [0.1, 0.0, 0.2], [0.0, 0.1, -0.1], [0.1, 0.0, -0.1], [0.1, 0.1, 0.0], [-0.1, 0.0, 0.1], [0.0, -0.2, 0.2], [0.0, -0.1, 0.1], [0.2, 0.3, -0.4], [-0.3, 0.1, 0.1], [-0.1, 0.2, -0.2], [0.1, -0.1, 0.0], [0.2, -0.1, 0.0], [0.1, -0.2, -0.1], [-0.1, 0.0, 0.0], [0.0, 0.0, 0.2], [-0.1, -0.1, 0.0], [0.1, 0.0, -0.1], [0.0, 0.1, -0.1], [0.1, 0.5, -0.4], [0.2, 0.1, 0.4], [-0.1, -0.3, -0.1], [0.1, -0.1, 0.2], [0.0, 0.0, 0.0], [0.1, 0.2, -0.1], [-0.1, 0.2, 0.0], [0.0, -0.1, 0.0], [0.0, -0.1, -0.1], [-0.1, -0.1, -0.1], [0.0, 0.1, 0.1], [0.1, -0.1, 0.2], [0.6, -0.3, 0.4], [-0.5, 0.1, 0.3], [0.1, 0.1, -0.2], [-0.2, 0.1, 0.0], [0.0, 0.0, 0.0], [0.0, -0.1, 0.1], [0.1, 0.0, 0.2], [0.0, 0.1, -0.1], [0.1, 0.0, -0.1], [0.1, 0.1, 0.0], [-0.1, 0.0, 0.1]]
}


3.
{
  "formula": "C7H12",
  "method": "the ωB97M-V functional and the def2-TZVPD basis",
  "de_lowest_kj_mol": 92.62,
  "homo_energy_ha": -0.35037,
  "mol_weight_da": 96.17,
  "homo_lumo_gap_ev": 10.660,
  "lumo_ev": 1.126,
  "fmax_ev_per_a": 1.1,
  "smiles": "C[C@H]1[C@H]2CCC[C@@H]12",
  "species": ["C", "C", "C", "C", "C", "C", "C", "H", "H", "H", "H", "H", "H", "H", "H", "H", "H", "H", "H"],
  "coordinates": [[-1.900708, 0.232500, 0.580758], [-1.153647, -0.551748, -0.467613], [-0.031875, -0.008178, -1.302232], [0.725413, 1.199925, -0.718471], [1.376734, 0.648541, 0.689241], [1.221699, -0.884295, 0.656306], [0.193041, -1.205857, -0.384214], [-2.665773, 0.844158, 0.089220], [-2.402807, -0.456683, 1.266702], [-1.272029, 0.900628, 1.175200], [-1.818333, -1.195395, -1.036927], [-0.038252, -0.166792, -2.380982], [1.335185, 1.647899, -1.532165], [0.048108, 2.018395, -0.420788], [2.405329, 0.904442, 1.019891], [0.738421, 1.058259, 1.481368], [0.852052, -1.355216, 1.572464], [2.171266, -1.373842, 0.384411], [0.216180, -2.256742, -0.672161]],
  "atomic_forces_ev_per_a": [[0.0, 0.0, 0.1], [-0.2, -0.1, -0.1], [0.4, -0.2, 0.1], [0.3, -0.3, 0.7], [-0.4, 0.2, -0.4], [-0.2, 0.0, 0.0], [0.1, -0.2, -0.2], [0.1, -0.1, 0.1], [0.0, 0.1, 0.0], [-0.1, -0.1, -0.1], [-0.1, 0.1, 0.0], [-0.1, 0.3, 0.3], [0.3, -0.5, 0.9], [0.0, -0.3, -0.2], [-0.5, 0.2, -0.9], [0.1, -0.1, -0.2], [0.5, 0.4, 0.4], [-0.3, 0.2, 0.1], [0.0, 0.3, -0.6]]
}


> Which formula does entry 2 have?

C49H94N10O15PS